{
  "formula": "C4H8O2",
  "method": "ωB97M-V/def2-TZVPD",
  "species": ["C", "C", "O", "C", "C", "O", "H", "H", "H", "H", "H", "H", "H", "H"],
  "xyz": [[-1.6637, -0.2484, -0.4359], [-0.2656, 0.3406, -0.3364], [-0.2743, 1.4741, 0.5200], [0.7197, -0.6607, 0.2616], [2.1071, -0.0949, 0.4522], [3.1185, -0.6881, 0.1584], [-2.3766, 0.5236, -0.7510], [-1.7105, -1.0702, -1.1569], [-1.9762, -0.6194, 0.5462], [0.0868, 0.6320, -1.3406], [-1.0421, 2.0083, 0.2803], [0.7909, -1.5617, -0.3560], [0.3420, -0.9506, 1.2531], [2.1439, 0.9155, 0.9048]],
  "total_charge": 0,
  "homo_ev": -9.66,
  "gap_ev": 10.448,
  "e_above_lowest_kcal_mol": 24.6,
  "smiles": "C[C@@H](O)CC=O"
}